Version i
12
Properties=species:S:1:pos:R:3 method="wB97M-V/def2-TZVPD" smiles="CS/N=C/NS" multiplicity=1 homo_ha=-0.29168 lumo_energy_ha=0.028
S -1.695 -0.310 -0.529
S 2.436 1.226 1.098
N 0.983 0.989 1.939
N -0.189 0.193 0.087
C -0.142 0.487 1.325
C -1.113 -0.846 -2.145
H -0.605 -0.042 -2.687
H 1.053 0.826 2.918
H -0.970 0.395 2.036
H 2.665 -0.047 0.717
H -2.013 -1.158 -2.723
H -0.410 -1.712 -2.036

Version ii
12
Properties=species:S:1:pos:R:3 method="wB97M-V/def2-TZVPD" multiplicity=1 homo_ha=-0.31643 lumo_energy_ha=-0.013
S 2.265 -0.532 -0.811
S -2.786 0.127 1.137
N -1.414 0.784 0.227
N -0.472 -1.366 0.156
C 0.761 0.628 -0.838
C -0.477 -0.104 -0.090
H 0.506 0.979 -1.945
H 1.214 1.431 -0.231
H 0.482 -1.841 -0.221
H -1.955 -1.769 1.432
H 2.806 0.158 0.460
H -0.930 1.504 0.723

Version iii
12
Properties=species:S:1:pos:R:3 method="wB97M-V/def2-TZVPD" smiles="NNC(=S)CS" multiplicity=1 homo_ha=-0.31563 lumo_energy_ha=0.023
S -2.331 -0.146 0.085
S 1.821 -1.396 0.002
N 0.397 0.906 -0.065
N 1.519 1.713 0.058
C -0.884 -1.140 0.174
C 0.463 -0.448 0.032
H -2.734 -0.318 -1.164
H -0.855 -1.886 -0.620
H -0.541 1.349 -0.112
H 2.172 1.290 -0.520
H -0.869 -1.675 1.099
H 1.844 1.751 1.031

Which structure is most stable, and how do the rest compare? From most to least stable: version iii, version i, version ii.

Version i
19
Properties=species:S:1:pos:R:3 method="wB97M-V/def2-TZVPD" smiles="C[C@@H](N)C(=O)O.O.O" multiplicity=1 homo_ha=-0.34516 lumo_energy_ha=0.015
O 3.503 0.286 0.087
O -3.919 -0.053 -0.638
O -1.262 0.990 -1.563
O -0.580 -1.105 -1.619
N 0.253 1.408 0.697
C -0.348 0.084 0.587
C -0.795 0.096 -0.939
C 0.681 -1.025 0.830
H -0.867 -1.834 -1.056
H 3.514 0.629 -0.815
H 1.156 1.390 0.254
H -1.287 -0.102 1.100
H 4.056 0.902 0.581
H 1.694 -0.732 0.548
H 0.394 -1.990 0.429
H 0.293 1.862 1.598
H 0.831 -1.157 1.910
H -4.329 0.580 -1.224
H -2.989 -0.229 -0.767

Version ii
19
Properties=species:S:1:pos:R:3 method="wB97M-V/def2-TZVPD" smiles="CC(=O)NCO.O.O" multiplicity=1 homo_ha=-0.37292 lumo_energy_ha=0.022
O -0.889 -1.149 0.268
O -0.713 -2.886 -2.205
O -2.655 1.412 0.869
O 1.898 2.292 -0.140
N 0.217 0.761 0.590
C 1.434 -1.234 -0.199
C 1.370 1.522 0.955
C 0.182 -0.554 0.237
H -0.813 -1.965 -2.469
H -1.012 -2.854 -1.285
H -0.689 1.145 0.837
H 1.731 -2.074 0.419
H 1.350 -1.567 -1.237
H 2.206 0.895 1.196
H 1.139 2.169 1.799
H 1.190 2.851 -0.482
H 2.294 -0.578 -0.252
H -2.571 0.465 1.042
H -3.549 1.536 0.504

Which structure is most stable, and how do the rest compare? From most to least stable: version ii, version i.

Version i
19
Properties=species:S:1:pos:R:3 method="wB97M-V/def2-TZVPD" smiles="O=CNCCO.O.O" multiplicity=1 homo_ha=-0.36603 lumo_energy_ha=0.020
O -0.911 1.206 -1.402
O 2.201 0.722 -2.498
O 1.000 -1.262 1.838
O 1.346 -3.608 0.450
N -0.772 0.102 1.600
C -1.322 1.792 -0.165
C -1.851 0.713 0.783
C 0.115 -0.785 1.132
H -2.580 1.055 1.517
H -2.093 2.455 -0.440
H -0.507 2.303 0.299
H -0.764 0.362 2.571
H 3.144 0.723 -2.722
H -0.003 0.887 -1.333
H -2.271 -0.074 0.166
H 1.162 -2.958 1.156
H 2.289 -3.503 0.303
H 1.792 0.972 -3.341
H 0.027 -1.102 0.086

Version ii
19
Properties=species:S:1:pos:R:3 method="wB97M-V/def2-TZVPD" smiles="NC(=O)CCO.O.O" multiplicity=1 homo_ha=-0.35410 lumo_energy_ha=0.018
O -2.878 0.680 -2.569
O -0.038 3.021 0.593
O -0.262 -1.016 1.009
O 1.085 -6.522 0.850
N -0.929 0.488 -0.431
C 1.238 2.359 0.579
C -0.021 0.091 0.542
C 1.081 0.919 1.062
H 0.791 -7.120 0.150
H -0.174 3.230 1.520
H 0.931 -5.602 0.624
H -2.736 1.513 -3.023
H -2.189 0.112 -2.940
H 1.128 0.947 2.161
H 1.653 2.358 -0.451
H -1.716 -0.090 -0.684
H -0.943 1.279 -1.054
H 2.056 0.421 0.848
H 1.923 2.931 1.214

Which structure is most stable, and how do the rest compare? From most to least stable: version i, version ii.

Version i
10
Properties=species:S:1:pos:R:3 method="wB97M-V/def2-TZVPD" smiles=N#CCc1nnno1 multiplicity=1 homo_ha=-0.43642 lumo_energy_ha=-0.026
O -0.785 -1.261 0.494
N -2.128 -1.323 -0.205
N -1.370 0.773 -0.373
N -2.374 -0.068 -0.564
N 2.682 -1.014 -0.548
C 1.844 -0.269 -0.293
C -0.558 0.037 0.325
C 0.769 0.619 0.340
H 1.318 0.978 1.254
H 0.602 1.528 -0.430

Version ii
10
Properties=species:S:1:pos:R:3 method="wB97M-V/def2-TZVPD" smiles="O=c1nnccnn1" multiplicity=1 homo_ha=-0.37026 lumo_energy_ha=-0.066
O 2.418 -0.529 0.617
N 0.347 1.451 -0.513
N -0.734 -1.531 -0.464
N 0.569 -1.485 -0.589
N 1.434 0.840 -0.791
C 1.513 -0.490 -0.216
C -1.304 -0.306 0.142
C -0.711 0.939 0.205
H -2.252 -0.647 0.738
H -1.281 1.758 0.871

Which structure is most stable, and how do the rest compare? From most to least stable: version i, version ii.

Version i
10
Properties=species:S:1:pos:R:3 method="wB97M-V/def2-TZVPD" smiles="O=c1nnccnn1" multiplicity=1 homo_ha=-0.37209 lumo_energy_ha=-0.076
O -1.674 -0.494 0.981
N -0.230 -1.260 -0.650
N 0.139 1.548 -0.266
N -0.991 1.099 -0.734
N 1.078 -1.301 -0.365
C 1.528 -0.307 0.384
C -1.077 -0.338 -0.051
C 1.076 0.980 0.444
H 1.608 1.877 0.914
H 2.657 -0.537 0.686

Version ii
10
Properties=species:S:1:pos:R:3 method="wB97M-V/def2-TZVPD" multiplicity=1 homo_ha=-0.37892 lumo_energy_ha=-0.042
O -1.844 -0.278 -0.402
N 0.871 1.199 -1.841
N -0.454 1.270 -1.819
N 1.439 0.287 -0.889
N -0.714 0.443 -0.741
C 1.102 -1.135 2.193
C 0.633 -0.723 1.067
C 0.400 -0.028 -0.200
H -2.735 0.788 -0.334
H 1.303 -1.822 2.965

Version iii
10
Properties=species:S:1:pos:R:3 method="wB97M-V/def2-TZVPD" smiles="O=c1cnnnnc1" multiplicity=1 homo_ha=-0.37103 lumo_energy_ha=-0.046
O -0.964 1.945 0.661
N 0.762 -1.160 1.253
N 1.194 -0.871 -0.223
N -0.216 -0.405 -1.832
N 0.164 -1.256 -0.846
C -0.408 0.889 0.464
C -0.401 0.695 -1.145
C 0.021 -0.136 1.581
H -0.252 0.044 2.583
H -0.635 1.547 -1.726

Version iv
10
Properties=species:S:1:pos:R:3 method="wB97M-V/def2-TZVPD" multiplicity=1 homo_ha=-0.36255 lumo_energy_ha=0.023
O -1.128 1.150 -0.084
N 1.175 -1.173 -0.041
N 0.019 0.629 -0.175
N 2.076 -0.137 0.119
N -1.334 -1.146 0.011
C -1.873 -0.023 0.125
C 1.319 1.010 0.122
C 0.003 -0.737 -0.131
H 1.711 1.956 0.019
H -2.929 0.125 0.554

Which structure is most stable, and how do the rest compare? From most to least stable: version iv, version i, version iii, version ii.